Computed, not measured: a cluster of 2 separate species, C7H8F2N2O5S2 in total, with ωB97M-V with the def2-TZVPD basis set.

Computed properties:
HOMO: -9.25 eV
Kohn-Sham gap: 0.250 Eh
Largest force on an atom: 0.060 hartree/bohr

Geometry as ORCA input:
```
! RIJCOSX wB97M-V def2-TZVPD def2/J DEFGRID3
* xyz 0 1
O 1.20899 -2.62622 0.29433
C 0.50320 -2.11262 -0.52526
C 1.09495 -1.71181 -1.94597
C 1.43183 -0.17882 -1.78481
C 2.77570 0.36781 -1.93265
C 2.94559 1.82343 -1.72280
C 1.76081 2.60868 -1.36890
C 0.44914 1.97455 -1.24045
N 0.34154 0.62175 -1.44735
H -0.58197 -1.82513 -0.35638
H 0.34021 -1.84560 -2.77275
H 2.04899 -2.23724 -2.19148
H 3.60897 -0.32656 -2.17945
H 3.97290 2.23234 -1.84052
H 1.81724 3.69940 -1.16672
H -0.45760 2.55405 -0.93995
H -0.58928 0.20364 -1.33330
N -2.22700 -1.09793 3.20601
S -1.38436 0.15026 2.75466
O -1.74793 1.42107 3.30673
O -0.90159 0.15762 1.39552
F -0.04046 -0.15041 3.55359
S -3.69167 -1.06693 2.62736
O -4.57138 -1.99634 3.26894
O -3.83856 -0.96320 1.19961
F -4.26825 0.32421 3.14199
*
```

Computed, not measured: the ion C7H8FO6 with charge -1, with ωB97M-V with the def2-TZVPD basis set.

Computed properties:
Structure (SMILES): O=C1[C@H](O)[C@@H](O)C[C@](O)(C(=O)[O-])[C@H]1F
HOMO: -5.90 eV
Kohn-Sham gap: 0.345 Eh
Largest force on an atom: 0.067 hartree/bohr
ΔE to the lowest compared entry with this formula, charge and spin: 0.0 kJ/mol

Geometry as ORCA input:
```
! RIJCOSX wB97M-V def2-TZVPD def2/J DEFGRID3
* xyz -1 1
O -1.60409 -1.48024 1.92994
C -0.98456 -0.73555 1.19680
C -1.78584 0.17280 0.21954
O -2.22365 -0.46321 -0.99510
C -0.93056 1.38155 -0.16178
O -0.60803 2.19030 0.99516
C 0.42014 0.98769 -0.78776
C 1.13866 -0.24155 -0.18124
O 2.53807 0.08784 0.01772
C 1.00117 -1.43694 -1.18939
O 2.11706 -1.95674 -1.57236
O -0.13551 -1.79666 -1.51691
C 0.52919 -0.64615 1.20485
F 0.91311 0.25787 2.13944
H -2.67141 0.58681 0.74387
H -1.49308 -1.11248 -1.24520
H -1.50421 1.96207 -0.86985
H -0.01127 1.69365 1.60838
H 0.29184 0.89541 -1.87764
H 1.03691 1.88047 -0.63652
H 3.04370 -0.58837 -0.47765
H 0.92236 -1.63857 1.45568
*
```

Computed, not measured: a structure of composition C7H8LuN2O5, with ωB97M-V with the def2-TZVPD basis set.

Computed properties:
HOMO: -11.55 eV
Kohn-Sham gap: 0.238 Eh
Largest force on an atom: 0.012 hartree/bohr
ΔE to the lowest compared entry with this formula, charge and spin: 0.0 kJ/mol

Geometry as ORCA input:
```
! RIJCOSX wB97M-V def2-TZVPD def2/J DEFGRID3
* xyz 1 1
Lu 0.09250 -0.97886 -0.99317
N 2.56006 -1.23583 -0.71965
C 2.81252 -0.81212 0.68919
C 1.88732 -1.55658 1.62712
N 0.47388 -1.22608 1.31020
H 2.99310 -2.14402 -0.87692
H 3.06399 -0.60974 -1.34614
H 2.63984 0.26547 0.74146
H 3.84984 -0.98214 0.97987
H 2.13620 -1.31976 2.66214
H 2.01085 -2.63593 1.51288
H 0.24559 -0.30264 1.68000
H -0.17075 -1.86315 1.77352
O -4.24383 3.32916 -0.98611
C -3.40638 2.48902 -0.92846
C -1.86666 2.71185 -0.90884
O -1.27365 3.74968 -0.94219
C -1.31058 1.34538 -0.88156
C -2.26283 0.37869 -0.86735
O -1.94905 -0.93427 -0.84936
C -3.63179 0.95164 -0.88993
O -4.67114 0.36324 -0.90749
O 0.02100 1.01701 -0.87919
*
```

Computed, not measured: a structure of composition C7H8MnO5, with ωB97M-V with the def2-TZVPD basis set.

Computed properties:
⟨S²⟩: 8.763
HOMO (spin up / spin down): -16.51 / -18.96 eV
Kohn-Sham gap (spin up / spin down): 0.277 / 0.254 Eh
Largest force on an atom: 0.239 hartree/bohr

Geometry as ORCA input:
```
! RIJCOSX wB97M-V def2-TZVPD def2/J DEFGRID3
* xyz 2 6
Mn -0.16804 -1.58668 -0.70821
O -2.72628 -1.89069 0.81848
C -1.75091 -1.75440 0.25894
C 1.39654 -1.29667 -1.58075
O 2.39121 -1.12169 -2.13537
C -1.10127 -0.86984 -2.10781
O -1.69408 -0.38506 -2.96178
C 0.76041 -2.33104 0.69151
O 1.34960 -2.74605 1.59043
H -0.65130 -3.15337 -1.16067
H 0.00209 -3.08084 -1.55319
C 0.19418 1.69836 2.09693
C 0.13878 1.39537 0.63697
C 0.27932 2.60768 -0.21553
O 0.03054 0.23424 0.17533
H 0.33202 2.77986 2.20233
H 1.06506 1.21297 2.56477
H -0.77639 1.46084 2.55692
H 1.22975 2.60102 -0.77127
H -0.61867 2.74226 -0.82684
H 0.31745 3.48371 0.42883
*
```

Computed, not measured: the molecule C7H8N2, with ωB97M-V with the def2-TZVPD basis set.

Computed properties:
HOMO: -7.20 eV
Kohn-Sham gap: 0.271 Eh
Largest force on an atom: 0.067 hartree/bohr
ΔE to the lowest compared entry with this formula, charge and spin: 190.7 kJ/mol

Geometry as ORCA input:
```
! RIJCOSX wB97M-V def2-TZVPD def2/J DEFGRID3
* xyz 0 1
C -2.19571 -0.04255 1.39737
C -1.53355 -1.16053 0.85458
C -1.43405 1.07012 1.10850
C -0.38273 -0.67578 0.27075
C 1.44764 1.08106 -0.76430
C 0.76651 -1.28107 -0.46913
C 1.36196 -0.20158 -1.40932
N 2.04412 2.11703 -0.66083
N -0.34078 0.65833 0.44745
H -3.13114 -0.04248 1.92714
H -1.84936 -2.18560 0.90190
H -1.60360 2.10621 1.33421
H 1.54788 -1.61396 0.22233
H 0.45196 -2.14418 -1.05810
H 0.68286 -0.07285 -2.25839
H 2.34457 -0.50824 -1.78123
H 1.82342 2.89606 -0.06292
*
```

Computed, not measured: the molecule C7H8N2O2, with ωB97M-V with the def2-TZVPD basis set.

Computed properties:
Structure (SMILES): Cc1cc([N+](=O)[O-])ccc1N
HOMO: -8.64 eV
Kohn-Sham gap: 0.321 Eh
Largest force on an atom: 0.136 hartree/bohr
ΔE to the lowest compared entry with this formula, charge and spin: 561.6 kJ/mol

Geometry as ORCA input:
```
! RIJCOSX wB97M-V def2-TZVPD def2/J DEFGRID3
* xyz 0 1
C -1.35485 1.74318 0.23809
C -0.51257 0.63520 -0.01955
C 0.80006 0.83184 -0.07521
C 1.63849 -0.26109 -0.27988
N 3.06937 -0.04509 -0.03439
O 3.43880 1.09512 -0.32983
O 3.80731 -0.86941 0.44439
C 1.08795 -1.44494 -0.12941
C -0.16911 -1.84827 -0.06671
C -1.04232 -0.75579 -0.06460
N -2.42122 -0.79146 -0.03973
H -0.93826 2.80385 -0.05391
H -1.72766 1.92454 1.47942
H -2.28537 1.69043 -0.52343
H 1.08036 2.00262 -0.20121
H 1.92207 -2.12793 -0.05755
H -0.64440 -2.73772 0.27917
H -3.02629 -0.14037 -0.27658
H -2.72237 -1.70469 -0.28907
*
```

Computed, not measured: a cluster of 2 separate species, C7H8N2O2S2 in total, with ωB97M-V with the def2-TZVPD basis set.

Computed properties:
HOMO: -7.92 eV
Kohn-Sham gap: 0.258 Eh
Largest force on an atom: 0.092 hartree/bohr
ΔE to the lowest compared entry with this formula, charge and spin: 242.1 kJ/mol

Geometry as ORCA input:
```
! RIJCOSX wB97M-V def2-TZVPD def2/J DEFGRID3
* xyz 0 1
C -3.98675 0.37486 0.65038
C -3.22693 -0.47491 -0.03473
C -1.97664 1.35405 -0.35553
C -0.83170 2.15665 -0.37505
C 0.96384 0.70519 -0.23520
C 2.08821 1.31464 0.12563
C 3.40333 0.64610 0.29240
N -2.04652 0.05007 -0.56701
N -3.46715 -1.73731 -0.31436
O 2.24773 2.68307 0.27410
O -0.56575 3.30855 -0.29544
S -3.45836 2.00989 0.48359
S 0.85782 -1.02762 -0.04111
H -4.97700 0.18015 1.04184
H 3.62714 0.40923 1.36973
H 4.17976 1.35453 0.01596
H 3.32756 -0.40200 -0.27413
H -4.26721 -2.19156 0.21050
H -2.65944 -2.27539 -0.56700
H 1.48309 3.17181 -0.01472
H 0.97537 -1.23239 -1.34737
*
```

Computed, not measured: the molecule C7H8N2O3, with ωB97M-V with the def2-TZVPD basis set.

Computed properties:
Structure (SMILES): CC(=C=O)/N=C\[C@H]1C/C1=[N+](/[O-])O
HOMO: -8.32 eV
Kohn-Sham gap: 0.329 Eh
Largest force on an atom: 0.111 hartree/bohr
ΔE to the lowest compared entry with this formula, charge and spin: 758.8 kJ/mol

Geometry as ORCA input:
```
! RIJCOSX wB97M-V def2-TZVPD def2/J DEFGRID3
* xyz 0 1
C 0.40648 0.14607 -2.64963
C 0.34934 -0.03257 -1.17289
C 1.26496 0.65315 -0.54680
O 2.19301 1.25367 -0.11009
N -0.55106 -0.91893 -0.70626
C -1.13880 -0.97570 0.40015
C -1.11232 -0.14924 1.66565
C 0.10857 0.47581 2.44771
C -0.73374 1.28078 1.63616
N -0.85441 2.20805 0.77304
O -1.66059 2.20843 -0.17162
O -0.12022 3.36621 0.94664
H 1.26906 0.60677 -2.92380
H -0.39221 0.84260 -2.88017
H 0.22167 -0.77006 -3.27156
H -1.70460 -1.87485 0.52632
H -2.02332 -0.26343 2.18898
H 0.17868 0.63954 3.42220
H 1.03345 0.21204 1.86855
H -0.16410 3.77112 0.03016
*
```

Computed, not measured: a cluster of 2 separate species, C7H8N2O3 in total, with ωB97M-V with the def2-TZVPD basis set.

Computed properties:
HOMO (spin up / spin down): -6.92 / -6.92 eV
Kohn-Sham gap (spin up / spin down): 0.268 / 0.268 Eh
Largest force on an atom: 0.132 hartree/bohr
ΔE to the lowest compared entry with this formula, charge and spin: 460.8 kJ/mol

Geometry as ORCA input:
```
! RIJCOSX wB97M-V def2-TZVPD def2/J DEFGRID3
* xyz 0 1
C 1.54888 -0.16156 1.31318
C 1.99894 -1.47521 1.39158
C 1.82203 -0.99116 -0.76373
C 1.47082 0.17173 -0.12519
C 0.93509 1.32318 -0.56394
C -1.36402 0.90705 -0.44975
C -2.06145 1.64037 -1.31001
N 2.11702 -1.93504 0.10514
N -1.52673 -0.34269 0.13834
O -1.60832 2.81024 -1.89251
O -3.39134 1.40812 -1.51418
O 1.17168 2.46931 -0.78885
H 1.10912 0.43801 2.11884
H 2.30633 -2.09242 2.25708
H 1.81325 -1.08541 -1.89273
H 2.40027 -2.91932 -0.19601
H -3.88303 2.25512 -1.31599
H -1.77443 -1.05661 -0.54230
H -0.66831 -0.59002 0.64647
H -0.70202 2.72814 -1.69330
*
```

Computed, not measured: the molecule C7H8N2OS, with ωB97M-V with the def2-TZVPD basis set.

Computed properties:
Structure (SMILES): Cc1nc(O)c2c(n1)CSC2
HOMO: -8.78 eV
Kohn-Sham gap: 0.349 Eh
Largest force on an atom: 0.106 hartree/bohr
ΔE to the lowest compared entry with this formula, charge and spin: 0.0 kJ/mol

Geometry as ORCA input:
```
! RIJCOSX wB97M-V def2-TZVPD def2/J DEFGRID3
* xyz 0 1
C 2.00525 2.32396 -0.31905
C 1.06874 1.25382 0.01907
N 0.05571 1.50721 0.89956
C -0.83616 0.52014 0.89705
O -1.82355 0.81916 1.71810
C -0.85354 -0.55053 0.12881
C 0.25000 -0.78023 -0.58332
N 1.22165 0.13278 -0.69623
C 0.31696 -2.16496 -1.13551
S -1.22458 -3.02361 -0.53075
C -1.93139 -1.52583 0.26557
H 2.29391 2.37557 -1.32351
H 1.55090 3.24812 -0.15067
H 2.87538 2.33477 0.39526
H -1.48959 1.37304 2.43087
H 0.43086 -2.17872 -2.22968
H 1.16816 -2.71073 -0.64656
H -2.28913 -1.75404 1.25916
H -2.78959 -1.19991 -0.39814
*
```

Computed, not measured: a cluster of 2 separate species, C7H8N2OS2 in total, with ωB97M-V with the def2-TZVPD basis set.

Computed properties:
HOMO (spin up / spin down): -8.25 / -8.25 eV
Kohn-Sham gap (spin up / spin down): 0.297 / 0.297 Eh
Largest force on an atom: 0.090 hartree/bohr
ΔE to the lowest compared entry with this formula, charge and spin: 268.2 kJ/mol

Geometry as ORCA input:
```
! RIJCOSX wB97M-V def2-TZVPD def2/J DEFGRID3
* xyz 0 1
C 3.15848 0.15335 -0.89591
C 3.52226 0.34193 0.36682
C 1.11188 -0.01309 -0.03919
C -2.02156 1.15198 1.02314
C -2.39591 1.71607 -0.29540
C -1.07210 -0.46906 -0.17905
C -0.86753 -1.88880 -0.33968
N 1.82034 -0.00784 -1.12002
N -1.37671 0.05194 1.04988
O 0.00419 -2.33767 0.63558
S 2.05552 0.48396 1.32432
S -1.90290 0.47406 -1.48922
H 3.82921 -0.16400 -1.81146
H 4.49570 0.66722 0.76621
H -2.28851 1.64643 1.89182
H -3.43996 1.82663 -0.16289
H -1.96608 2.73687 -0.42344
H -0.50346 -2.27118 -1.40259
H -1.98839 -2.32954 -0.34734
H -0.17448 -1.76926 1.44841
*
```

Computed, not measured: the molecule C7H8N2S, with ωB97M-V with the def2-TZVPD basis set.

Computed properties:
Structure (SMILES): C=c1cc2c([nH]1)=N[C@H](C)S2
HOMO: -7.84 eV
Kohn-Sham gap: 0.299 Eh
Largest force on an atom: 0.087 hartree/bohr
ΔE to the lowest compared entry with this formula, charge and spin: 173.0 kJ/mol

Geometry as ORCA input:
```
! RIJCOSX wB97M-V def2-TZVPD def2/J DEFGRID3
* xyz 0 1
C -2.63205 -2.19192 -1.06879
C -1.68526 -1.27256 -0.98946
C -1.95115 0.11693 -0.63339
C -0.76863 0.65169 -0.32233
C 0.29945 -0.30365 -0.52041
N -0.32873 -1.45580 -0.93552
N 1.50607 0.02504 -0.26385
C 1.56608 1.43624 0.22899
C 1.71819 1.43598 1.72849
S -0.10708 2.19920 -0.03528
H -2.33783 -3.21213 -1.39553
H -3.67119 -2.01822 -0.75563
H -3.05191 0.40263 -0.46860
H 0.20626 -2.28557 -1.34168
H 2.15032 2.05584 -0.33162
H 2.64566 0.95371 1.98739
H 0.90206 1.05343 2.17832
H 1.66098 2.37141 2.06123
*
```

Computed, not measured: the molecule C7H8N2S2, with ωB97M-V with the def2-TZVPD basis set.

Computed properties:
Structure (SMILES): C=CCSC(=S)n1ccnc1
HOMO: -9.02 eV
Kohn-Sham gap: 0.309 Eh
Largest force on an atom: 0.064 hartree/bohr
ΔE to the lowest compared entry with this formula, charge and spin: 140.6 kJ/mol

Geometry as ORCA input:
```
! RIJCOSX wB97M-V def2-TZVPD def2/J DEFGRID3
* xyz 0 1
C -4.13701 -0.72000 -0.23526
C -3.12349 -0.33470 0.48116
C -2.04429 0.68541 0.04456
S -0.55436 -0.31445 -0.34590
C 0.74540 0.81905 -0.17075
S 0.59703 2.48875 -0.11058
N 1.95569 0.15181 -0.04677
C 3.28160 0.72617 0.08583
C 4.07986 -0.32263 -0.03687
N 3.42385 -1.53065 -0.09967
C 2.14394 -1.25120 -0.02300
H -4.43755 -0.21350 -1.22488
H -4.83786 -1.47113 0.06763
H -2.79567 -0.86797 1.37417
H -1.85034 1.30925 0.90886
H -2.30335 1.28127 -0.80672
H 3.34747 1.81808 0.29716
H 5.14254 -0.27018 0.01300
H 1.36655 -1.98338 -0.17198
*
```